No. 1
C18H23BBeBrN7O2S3 as an isolated structure in a non-equilibrium geometry, computed with ωB97M-V/def2-TZVPD.

Each line ends with the Löwdin charge.
Atoms and positions in Å:
Br (1.70, 2.46, -2.78)  0.759
S (-1.16, 1.71, -0.35)  0.782
S (0.10, -0.22, 2.32)  0.782
S (2.37, 0.07, -0.27)  0.760
O (-1.80, -2.56, -1.76)  0.080
O (-0.50, -1.32, -0.44)  -0.106
N (2.99, -2.31, 0.83)  -0.112
N (0.07, 2.38, 3.01)  -0.121
N (3.19, -0.65, 2.24)  -0.022
N (-3.29, 0.07, -0.26)  -0.135
N (0.31, 0.13, -2.41)  0.000
N (-2.80, 0.84, -2.25)  0.048
N (2.10, 1.61, 2.82)  0.010
C (-3.28, -0.12, 1.16)  -0.044
C (2.86, -0.98, 0.99)  -0.712
C (3.38, -2.84, 2.02)  -0.037
C (-1.36, 2.45, 3.07)  -0.059
C (0.82, 1.29, 2.71)  -0.647
C (0.04, -0.55, -5.06)  -0.049
C (0.83, 0.89, -3.35)  -0.750
C (3.50, -1.81, 2.89)  -0.054
C (-4.33, -0.47, -1.12)  -0.095
C (0.92, 3.41, 3.28)  -0.041
C (-3.84, -0.12, -2.53)  -0.122
C (-2.44, 0.81, -0.95)  -0.752
C (-0.95, -1.71, -1.58)  -0.555
C (2.18, 2.93, 3.15)  -0.056
C (-0.51, -1.35, -4.07)  0.003
C (2.74, -3.01, -0.40)  -0.027
C (0.71, 0.61, -4.71)  -0.093
C (-0.35, -0.97, -2.75)  -0.198
B (3.42, 0.78, 2.78)  -0.446
Be (0.26, -0.14, 0.12)  -0.229
H (3.01, -4.06, -0.27)  0.095
H (-4.62, 0.34, -3.15)  0.119
H (1.69, -2.93, -0.67)  0.085
H (-2.26, -0.05, 1.52)  -0.010
H (-0.06, -0.81, -6.11)  0.110
H (-1.78, 2.42, 2.06)  0.021
H (3.13, 3.41, 3.27)  0.122
H (-1.64, 3.39, 3.55)  0.093
H (1.13, 1.28, -5.44)  0.100
H (-4.43, -1.55, -0.97)  0.127
H (-2.19, 1.20, -2.96)  0.134
H (-3.66, -1.11, 1.40)  0.103
H (-5.29, 0.02, -0.89)  0.127
H (3.81, 0.68, 3.90)  0.077
H (3.34, -2.57, -1.20)  0.090
H (-1.05, -2.25, -4.30)  0.119
H (4.18, 1.33, 2.05)  0.076
H (3.53, -3.89, 2.15)  0.116
H (-3.89, 0.63, 1.66)  0.100
H (-3.44, -1.00, -3.04)  0.109
H (-1.75, 1.61, 3.65)  0.086
H (3.80, -1.80, 3.92)  0.119
H (0.56, 4.39, 3.52)  0.117

HOMO energy ... -7.63 eV
DFT total energy ... -137197.90628 eV
LUMO energy ... 0.31 eV
Total charge ... 0
Frontier orbital gap ... 7.939 eV


No. 2
One molecule with the formula C3HIN2O in a non-equilibrium geometry, computed with ωB97M-V/def2-TZVPD.

Each line ends with the Löwdin charge.
Atoms and positions in Å:
I (2.60, -1.08, 0.10)  0.831
O (0.43, 2.65, 0.15)  0.164
N (-1.23, 0.99, 0.06)  0.099
N (-1.39, -0.36, 0.30)  0.047
C (0.72, -0.81, -0.78)  -0.452
C (-0.34, 1.77, 0.12)  -0.338
C (-0.41, -1.09, -0.02)  -0.415
H (-0.39, -2.08, 0.08)  0.063

HOMO energy (spin up / spin down) ... -9.23 / -9.20 eV
DFT total energy ... -16249.73468 eV
Energy relative to the best compared isomer or geometry (same formula, charge and spin) ... 3.7693 eV
LUMO energy (spin up / spin down) ... -2.10 / -2.05 eV
Total charge ... 0
Frontier orbital gap (spin up / spin down) ... 7.133 / 7.151 eV


No. 3
C2H4CsO as an isolated structure in a non-equilibrium geometry, computed with ωB97M-V/def2-TZVPD.

Each line ends with the Löwdin charge.
Atoms and positions in Å:
Cs (4.58, -2.50, -1.16)  0.978
O (0.87, -1.25, 0.44)  0.102
C (-0.22, -0.82, 0.39)  -0.298
C (-1.25, -0.01, 0.20)  -0.047
H (-1.96, -0.50, 0.96)  0.111
H (-0.50, 2.44, 0.32)  0.050
H (-0.10, 2.26, -0.34)  0.036
H (-1.42, 0.38, -0.80)  0.069

HOMO energy ... -11.99 eV
DFT total energy ... -4726.10498 eV
LUMO energy ... -3.98 eV
Total charge ... +1
Frontier orbital gap ... 8.004 eV


Copy entry 1 word for word.
C18H23BBeBrN7O2S3 as an isolated structure in a non-equilibrium geometry, computed with ωB97M-V/def2-TZVPD.

Each line ends with the Löwdin charge.
Atoms and positions in Å:
Br (1.70, 2.46, -2.78)  0.759
S (-1.16, 1.71, -0.35)  0.782
S (0.10, -0.22, 2.32)  0.782
S (2.37, 0.07, -0.27)  0.760
O (-1.80, -2.56, -1.76)  0.080
O (-0.50, -1.32, -0.44)  -0.106
N (2.99, -2.31, 0.83)  -0.112
N (0.07, 2.38, 3.01)  -0.121
N (3.19, -0.65, 2.24)  -0.022
N (-3.29, 0.07, -0.26)  -0.135
N (0.31, 0.13, -2.41)  0.000
N (-2.80, 0.84, -2.25)  0.048
N (2.10, 1.61, 2.82)  0.010
C (-3.28, -0.12, 1.16)  -0.044
C (2.86, -0.98, 0.99)  -0.712
C (3.38, -2.84, 2.02)  -0.037
C (-1.36, 2.45, 3.07)  -0.059
C (0.82, 1.29, 2.71)  -0.647
C (0.04, -0.55, -5.06)  -0.049
C (0.83, 0.89, -3.35)  -0.750
C (3.50, -1.81, 2.89)  -0.054
C (-4.33, -0.47, -1.12)  -0.095
C (0.92, 3.41, 3.28)  -0.041
C (-3.84, -0.12, -2.53)  -0.122
C (-2.44, 0.81, -0.95)  -0.752
C (-0.95, -1.71, -1.58)  -0.555
C (2.18, 2.93, 3.15)  -0.056
C (-0.51, -1.35, -4.07)  0.003
C (2.74, -3.01, -0.40)  -0.027
C (0.71, 0.61, -4.71)  -0.093
C (-0.35, -0.97, -2.75)  -0.198
B (3.42, 0.78, 2.78)  -0.446
Be (0.26, -0.14, 0.12)  -0.229
H (3.01, -4.06, -0.27)  0.095
H (-4.62, 0.34, -3.15)  0.119
H (1.69, -2.93, -0.67)  0.085
H (-2.26, -0.05, 1.52)  -0.010
H (-0.06, -0.81, -6.11)  0.110
H (-1.78, 2.42, 2.06)  0.021
H (3.13, 3.41, 3.27)  0.122
H (-1.64, 3.39, 3.55)  0.093
H (1.13, 1.28, -5.44)  0.100
H (-4.43, -1.55, -0.97)  0.127
H (-2.19, 1.20, -2.96)  0.134
H (-3.66, -1.11, 1.40)  0.103
H (-5.29, 0.02, -0.89)  0.127
H (3.81, 0.68, 3.90)  0.077
H (3.34, -2.57, -1.20)  0.090
H (-1.05, -2.25, -4.30)  0.119
H (4.18, 1.33, 2.05)  0.076
H (3.53, -3.89, 2.15)  0.116
H (-3.89, 0.63, 1.66)  0.100
H (-3.44, -1.00, -3.04)  0.109
H (-1.75, 1.61, 3.65)  0.086
H (3.80, -1.80, 3.92)  0.119
H (0.56, 4.39, 3.52)  0.117

HOMO energy ... -7.63 eV
DFT total energy ... -137197.90628 eV
LUMO energy ... 0.31 eV
Total charge ... 0
Frontier orbital gap ... 7.939 eV


Repeat the first record exactly.
C18H23BBeBrN7O2S3 as an isolated structure in a non-equilibrium geometry, computed with ωB97M-V/def2-TZVPD.

Each line ends with the Löwdin charge.
Atoms and positions in Å:
Br (1.70, 2.46, -2.78)  0.759
S (-1.16, 1.71, -0.35)  0.782
S (0.10, -0.22, 2.32)  0.782
S (2.37, 0.07, -0.27)  0.760
O (-1.80, -2.56, -1.76)  0.080
O (-0.50, -1.32, -0.44)  -0.106
N (2.99, -2.31, 0.83)  -0.112
N (0.07, 2.38, 3.01)  -0.121
N (3.19, -0.65, 2.24)  -0.022
N (-3.29, 0.07, -0.26)  -0.135
N (0.31, 0.13, -2.41)  0.000
N (-2.80, 0.84, -2.25)  0.048
N (2.10, 1.61, 2.82)  0.010
C (-3.28, -0.12, 1.16)  -0.044
C (2.86, -0.98, 0.99)  -0.712
C (3.38, -2.84, 2.02)  -0.037
C (-1.36, 2.45, 3.07)  -0.059
C (0.82, 1.29, 2.71)  -0.647
C (0.04, -0.55, -5.06)  -0.049
C (0.83, 0.89, -3.35)  -0.750
C (3.50, -1.81, 2.89)  -0.054
C (-4.33, -0.47, -1.12)  -0.095
C (0.92, 3.41, 3.28)  -0.041
C (-3.84, -0.12, -2.53)  -0.122
C (-2.44, 0.81, -0.95)  -0.752
C (-0.95, -1.71, -1.58)  -0.555
C (2.18, 2.93, 3.15)  -0.056
C (-0.51, -1.35, -4.07)  0.003
C (2.74, -3.01, -0.40)  -0.027
C (0.71, 0.61, -4.71)  -0.093
C (-0.35, -0.97, -2.75)  -0.198
B (3.42, 0.78, 2.78)  -0.446
Be (0.26, -0.14, 0.12)  -0.229
H (3.01, -4.06, -0.27)  0.095
H (-4.62, 0.34, -3.15)  0.119
H (1.69, -2.93, -0.67)  0.085
H (-2.26, -0.05, 1.52)  -0.010
H (-0.06, -0.81, -6.11)  0.110
H (-1.78, 2.42, 2.06)  0.021
H (3.13, 3.41, 3.27)  0.122
H (-1.64, 3.39, 3.55)  0.093
H (1.13, 1.28, -5.44)  0.100
H (-4.43, -1.55, -0.97)  0.127
H (-2.19, 1.20, -2.96)  0.134
H (-3.66, -1.11, 1.40)  0.103
H (-5.29, 0.02, -0.89)  0.127
H (3.81, 0.68, 3.90)  0.077
H (3.34, -2.57, -1.20)  0.090
H (-1.05, -2.25, -4.30)  0.119
H (4.18, 1.33, 2.05)  0.076
H (3.53, -3.89, 2.15)  0.116
H (-3.89, 0.63, 1.66)  0.100
H (-3.44, -1.00, -3.04)  0.109
H (-1.75, 1.61, 3.65)  0.086
H (3.80, -1.80, 3.92)  0.119
H (0.56, 4.39, 3.52)  0.117

HOMO energy ... -7.63 eV
DFT total energy ... -137197.90628 eV
LUMO energy ... 0.31 eV
Total charge ... 0
Frontier orbital gap ... 7.939 eV